# C4H4F3N2O2

An isolated ion of composition C4H4F3N2O2 and charge +1 (wB97M-V/def2-TZVPD, the Open Molecules 2025 dataset).

Output
⟨S²⟩: 2.02
Kohn-Sham gap (alpha / beta) in eV: 9.119 / 8.395
HOMO level (alpha / beta) in Ha: -0.504 / -0.590
E_tot in eV: -19428.570
Net charge: +1
Multiplicity: 3
LUMO level (alpha / beta) in eV: -4.596 / -7.664

Positions of all 15 atoms, in Å:
C (0.038, -0.910, -0.503)
C (2.343, -0.418, -0.277)
C (-0.772, -0.144, 0.321)
C (-2.303, -0.028, -0.027)
N (1.305, -1.166, -0.471)
N (2.206, 0.948, -0.299)
O (1.031, 1.507, -0.185)
O (-0.350, 0.373, 1.457)
F (-2.987, -0.912, 0.682)
F (-2.676, 1.150, 0.314)
F (-2.453, -0.336, -1.299)
H (-0.649, -1.533, -1.163)
H (3.335, -0.924, -0.163)
H (3.020, 1.565, -0.337)
H (-1.087, 0.827, 1.953)

Cartesian forces (eV/Å) of the 3 atoms listed first:
C -2.700 -1.513 -1.112
C -0.750 -1.254 -0.485
C -0.691 0.058 1.697